Record 1
# C3H5P

The molecule C3H5P at a distorted geometry (ωB97M-V/def2-TZVPD, OMol25).

XYZ file:
```
9
Properties=species:S:1:pos:R:3:forces:R:3:mulliken_charge:R:1
C -0.848 0.635 0.038 1.576 -1.779 0.279 -0.121
C 0.584 0.981 -0.049 0.822 -0.230 1.076 0.050
C 0.982 -0.534 0.062 -2.227 1.067 0.527 -0.772
P -2.180 -0.297 0.005 -1.088 0.063 -0.150 -0.204
H 0.730 1.507 -1.028 0.426 -0.519 1.036 0.240
H 0.987 1.556 0.888 -0.805 -0.791 -2.013 0.197
H 0.965 -0.917 1.173 0.066 0.503 -2.572 0.273
H 0.689 -1.210 -0.812 0.682 0.956 1.557 0.341
H -1.909 -1.722 -0.278 0.548 0.729 0.261 -0.004
```
Forces are in eV/Å.

Results
* lowest unoccupied orbital energy (spin up / spin down): -0.2 / 0.0 eV
* net charge: 0
* relative energy (zero: lowest compared OMol25 entry of this formula, charge and spin): 3.2413 eV


Record 2
# C5H14N2

A cluster of 2 separate species, C5H14N2 in total (ωB97M-V/def2-TZVPD, OMol25).

XYZ file:
```
21
Properties=species:S:1:pos:R:3:forces:R:3:mulliken_charge:R:1
H -2.459 -2.676 -1.028 -0.150 -0.068 -0.055 0.250
N -2.682 -1.850 -1.579 0.620 -0.347 0.143 -0.689
C -2.727 -0.839 -0.822 -0.271 0.543 -0.198 0.143
N -2.848 0.428 -1.353 0.146 -0.282 0.408 -0.451
H -2.662 -0.844 0.271 -0.204 -0.238 -0.013 0.338
H -3.386 1.115 -0.865 0.296 0.322 0.012 0.207
H -2.339 0.646 -2.187 -0.404 0.070 -0.285 0.203
C 1.893 1.980 1.282 0.198 0.229 -0.043 -1.279
C 1.638 0.941 0.200 -0.208 0.041 0.008 -0.337
C 0.821 -0.244 0.732 0.396 0.076 -0.216 -0.186
C 1.031 -1.510 -0.076 -0.117 -0.260 -0.332 -1.302
H 0.937 2.328 1.679 0.099 -0.050 0.234 0.300
H 2.410 2.856 0.897 -0.005 0.134 -0.218 0.364
H 2.537 1.616 2.089 -0.319 -0.192 0.015 0.352
H 2.576 0.573 -0.229 -0.014 0.064 0.098 0.330
H 1.094 1.438 -0.611 0.067 -0.179 -0.078 0.241
H 1.146 -0.421 1.758 -0.145 -0.075 0.157 0.326
H -0.240 0.007 0.743 -0.029 0.096 0.165 0.148
H 0.488 -2.361 0.338 0.022 -0.003 0.100 0.316
H 2.086 -1.777 -0.131 0.058 -0.017 0.107 0.428
H 0.685 -1.406 -1.107 -0.035 0.137 -0.008 0.298
```
Forces are in eV/Å.

Results
* lowest unoccupied orbital energy: 1.0 eV
* net charge: 0
* relative energy (zero: lowest compared OMol25 entry of this formula, charge and spin): 0.6982 eV


Record 3
# C12H15Cl

The molecule C12H15Cl (ωB97M-V/def2-TZVPD, OMol25).

XYZ file:
```
28
Properties=species:S:1:pos:R:3:forces:R:3:mulliken_charge:R:1
C 2.095 0.574 0.855 -0.233 -0.046 0.068 -1.280
C 0.852 0.330 0.418 0.452 -0.107 0.029 0.067
C -0.340 0.771 1.134 -0.624 0.053 0.125 0.833
C -0.244 1.971 2.033 -0.044 -0.093 -0.042 -2.078
C -1.476 0.049 1.000 0.423 0.531 0.180 0.948
C -2.769 0.378 1.680 0.159 0.074 -0.041 -1.788
C -1.467 -1.132 0.177 0.365 -0.268 -0.447 -0.693
C -0.479 -1.431 -0.689 -0.604 -0.284 0.184 0.781
C -0.565 -2.687 -1.500 -0.116 -0.154 -0.069 -1.893
C 0.630 -0.487 -0.796 0.324 0.168 -0.378 -0.097
C 1.366 -0.240 -1.898 -0.152 0.118 0.289 1.227
C 2.321 0.889 -2.107 0.015 0.115 -0.029 -1.528
Cl 1.221 -1.187 -3.349 0.079 -0.034 -0.261 -0.225
H 2.291 1.150 1.743 -0.047 0.166 0.175 0.327
H 2.956 0.161 0.364 0.131 -0.141 -0.135 0.344
H -1.110 2.615 1.902 -0.012 0.064 0.068 0.467
H -0.199 1.667 3.079 0.037 0.101 0.129 0.360
H 0.643 2.554 1.803 0.041 0.091 0.039 0.482
H -3.166 -0.499 2.187 -0.067 -0.068 0.057 0.395
H -2.656 1.175 2.407 -0.088 0.060 0.094 0.396
H -3.500 0.688 0.932 -0.131 0.021 0.018 0.316
H -2.322 -1.788 0.250 -0.085 -0.165 -0.026 0.330
H -0.852 -2.485 -2.532 0.035 -0.098 0.070 0.357
H 0.391 -3.209 -1.509 -0.016 -0.056 -0.092 0.390
H -1.317 -3.344 -1.067 -0.014 -0.038 0.057 0.402
H 2.173 1.666 -1.361 0.066 -0.018 -0.016 0.430
H 2.169 1.309 -3.101 0.005 -0.022 -0.038 0.432
H 3.353 0.542 -2.054 0.101 0.032 -0.008 0.298
```
Forces are in eV/Å.

Results
* lowest unoccupied orbital energy: 0.2 eV
* net charge: 0
* relative energy (zero: lowest compared OMol25 entry of this formula, charge and spin): 0.0000 eV


Record 4
# C22H17BrGaN3O10Te

A structure of composition C22H17BrGaN3O10Te (ωB97M-V/def2-TZVPD, OMol25).

XYZ file:
```
55
Properties=species:S:1:pos:R:3:forces:R:3:mulliken_charge:R:1
Ga 0.696 -1.032 -0.302 -0.145 -0.042 0.720 1.282
O 3.201 -0.767 2.757 -0.052 -0.057 0.015 -0.668
C 2.262 -0.382 2.095 0.156 0.316 -0.073 -0.153
O 2.126 -0.658 0.822 0.194 -0.349 -0.049 -0.366
C 1.227 0.522 2.706 -0.093 -0.105 0.012 1.084
C 1.603 1.286 3.789 -0.014 0.012 0.035 -0.643
C 0.677 2.107 4.415 0.011 0.014 -0.048 -0.550
C -0.634 2.155 3.994 -0.007 0.004 -0.020 -0.443
C -1.007 1.394 2.905 0.012 0.065 0.008 -0.159
C -0.107 0.539 2.214 0.069 0.019 0.086 0.360
O -0.494 -0.237 1.256 0.100 -0.007 -0.292 -0.435
N -2.410 1.485 2.505 -0.059 -0.214 -0.017 0.873
O -3.232 1.692 3.374 0.022 0.065 0.024 -0.597
O -2.689 1.350 1.325 0.020 0.099 -0.025 -0.563
N 1.086 2.925 5.556 -0.019 -0.085 0.091 1.040
O 2.241 2.840 5.926 0.007 0.033 -0.035 -0.625
O 0.244 3.631 6.077 0.005 0.031 -0.031 -0.636
H 2.620 1.228 4.151 -0.001 -0.004 -0.005 0.618
H -1.357 2.776 4.501 -0.002 0.000 0.003 0.606
O -1.431 -6.252 2.391 -0.001 -0.005 -0.004 -0.533
C -0.946 -5.146 1.808 -0.004 0.001 -0.004 0.994
C -0.160 -4.209 2.473 0.012 0.003 0.003 -0.821
C 0.269 -3.106 1.778 0.001 0.004 0.005 -0.388
N -0.021 -2.887 0.485 -0.027 0.024 -0.015 0.118
C -0.758 -3.804 -0.136 0.029 -0.006 -0.027 0.246
Br -1.157 -3.556 -1.967 -0.006 -0.007 0.019 -0.079
C -1.251 -4.939 0.468 0.010 -0.004 0.008 -0.541
H -1.163 -6.294 3.316 0.003 0.000 0.003 0.307
H 0.116 -4.331 3.512 -0.002 -0.001 0.000 0.368
H 0.882 -2.361 2.264 -0.023 -0.003 -0.010 0.352
H -1.852 -5.650 -0.077 0.000 -0.001 0.001 0.477
C -1.143 0.101 -3.381 0.000 -0.007 0.022 -0.887
Te -1.558 -0.026 -1.284 -0.081 -0.013 -0.297 0.196
C -0.790 1.962 -1.243 0.013 -0.026 0.022 -1.008
C -0.965 2.483 -2.645 -0.012 -0.014 -0.010 0.426
C -0.953 3.848 -2.910 0.011 0.004 -0.010 -0.645
C -1.109 4.311 -4.207 0.003 0.001 0.008 -0.600
C -1.284 3.410 -5.248 -0.001 -0.006 -0.002 -0.547
C -1.301 2.049 -4.989 0.011 -0.001 -0.012 -0.718
C -1.139 1.576 -3.691 -0.005 0.020 0.032 0.533
H -1.894 -0.441 -3.953 -0.015 0.008 0.012 0.551
H -0.165 -0.346 -3.557 -0.006 -0.015 -0.023 0.256
H 0.262 1.909 -0.959 -0.005 0.016 0.006 0.437
H -1.344 2.527 -0.498 -0.017 0.006 0.002 0.739
H -0.825 4.549 -2.095 0.001 -0.001 0.000 0.462
H -1.105 5.375 -4.404 0.000 0.000 0.001 0.402
H -1.417 3.768 -6.261 0.000 -0.001 0.000 0.398
H -1.445 1.344 -5.800 0.000 0.000 0.000 0.444
C 3.270 -1.306 -3.226 -0.005 -0.008 -0.007 -1.328
C 2.236 -1.144 -2.161 -0.057 0.074 -0.030 0.656
O 1.778 -0.016 -1.841 0.019 0.079 -0.025 -0.621
O 1.773 -2.167 -1.554 -0.057 0.084 -0.069 -0.702
H 2.795 -1.734 -4.111 0.001 -0.004 0.002 0.310
H 4.031 -2.006 -2.888 0.003 0.003 0.001 0.377
H 3.710 -0.347 -3.478 0.000 0.001 -0.001 0.345
```
Forces are in eV/Å.

Results
* lowest unoccupied orbital energy: -0.2 eV
* net charge: 0
* relative energy (zero: lowest compared OMol25 entry of this formula, charge and spin): 0.0480 eV


Q: What is the formula in the third record?
A: C12H15Cl